(1)
ORCA calculation (wB97M-V/def2-TZVPD) on an isolated molecule of C4H3NS in a non-equilibrium geometry.

Calculated values
energy above the lowest of the compared OMol25 structures with the same formula, charge and spin = 78.9 kcal per mole
energy = -606.98224 Eh
orbital gap (spin up / spin down) = 6.5150 / 7.4039 eV

```
! RIJCOSX wB97M-V def2-TZVPD def2/J DEFGRID3
* xyz 0 1
C -0.00903 0.08061 -0.09034
C 0.72725 0.79248 -0.93952
C -0.34589 -1.25165 -0.29201
C 0.91781 -1.88828 -2.22994
N 0.20042 -1.96941 -1.25594
S 1.77553 -1.89738 -3.56410
H -0.63529 0.48309 0.80159
H 1.18548 1.73693 -0.40918
H -1.02656 -1.69704 0.53258
*
```

(2)
ORCA calculation (wB97M-V/def2-TZVPD) on a cluster of 2 separate species, C3H8N2O in total in a non-equilibrium geometry.

Calculated values
energy above the lowest of the compared OMol25 structures with the same formula, charge and spin = 117.8 kcal per mole
energy = -303.70447 Eh
orbital gap (spin up / spin down) = 7.8283 / 7.8325 eV

```
! RIJCOSX wB97M-V def2-TZVPD def2/J DEFGRID3
* xyz 0 1
C -1.90484 0.72869 0.69279
C -0.66258 0.36242 0.91758
C 0.50785 0.60894 0.23370
N 2.78220 0.38036 0.08208
N 1.66040 0.04017 0.58030
O 0.50426 1.74312 -0.56929
H -2.68615 0.37665 1.24302
H -2.14134 1.41641 -0.10138
H -0.52786 -0.46563 1.69931
H -0.35900 -2.10694 -0.50376
H -0.19621 -2.45580 -1.16125
H 3.47584 -0.32087 0.25194
H 1.71931 -0.74830 1.30844
H 1.15041 1.71686 -1.24612
*
```

(3)
ORCA calculation (wB97M-V/def2-TZVPD) on the ion C20H23ClN3O with charge +1.

Calculated values
energy above the lowest of the compared OMol25 structures with the same formula, charge and spin = 0.0 kcal per mole
energy = -1475.39353 Eh
SMILES string = CCN(CC)Cc1cc([NH2+]c2ccnc3cc(Cl)ccc23)ccc1O
orbital gap = 8.2989 eV

```
! RIJCOSX wB97M-V def2-TZVPD def2/J DEFGRID3
* xyz 1 1
C -4.32822 -2.41027 1.24311
H -5.22729 -2.09892 1.76795
H -3.48269 -2.32518 1.92207
H -4.43765 -3.45583 0.97030
C -4.11835 -1.57941 -0.02345
N -3.97584 -0.13874 0.17087
C -2.70906 0.23200 0.78906
C -1.55000 0.06083 -0.16183
C -0.30999 -0.34077 0.30126
C 0.76779 -0.43195 -0.56599
C 0.63422 -0.11839 -1.90948
C -0.59773 0.27266 -2.38504
C -1.70354 0.36413 -1.53153
O -2.86614 0.73901 -2.04234
H -3.57112 0.59533 -1.34892
H -0.73917 0.51762 -3.42445
H 1.48055 -0.18082 -2.57600
N 2.08409 -0.84198 -0.05019
H 2.50963 -1.51840 -0.69808
H 1.95022 -1.31188 0.85514
C 3.05951 0.26676 0.12565
C 2.61717 1.53551 0.37389
C 3.58513 2.55086 0.53184
N 4.86157 2.33815 0.45346
C 5.31812 1.09827 0.21448
C 6.71001 0.90658 0.14091
C 7.22166 -0.34424 -0.09582
C 6.36151 -1.44740 -0.26657
C 5.00588 -1.28984 -0.20014
C 4.43840 -0.01910 0.03845
H 4.38471 -2.16680 -0.32567
H 6.78988 -2.42008 -0.44848
Cl 8.91518 -0.59605 -0.18659
H 7.34553 1.76578 0.27752
H 3.27517 3.56695 0.72802
H 1.56736 1.76895 0.43851
H -0.18637 -0.57605 1.34976
H -2.76709 1.29236 1.05795
H -2.51336 -0.32529 1.71739
C -5.13357 0.50085 0.79282
C -5.31053 1.93198 0.29503
H -6.20333 2.36120 0.74057
H -5.42457 1.94802 -0.78612
H -4.46628 2.56264 0.56401
H -6.01733 -0.07478 0.51347
H -5.05678 0.49346 1.88887
H -4.96803 -1.72938 -0.69455
H -3.21924 -1.92836 -0.54118
*
```

(4)
ORCA calculation (wB97M-V/def2-TZVPD) on a cluster of 3 separate species, C30H53N2O3 in total in a non-equilibrium geometry.

Calculated values
energy = -1509.68321 Eh
orbital gap = 6.0020 eV

```
! RIJCOSX wB97M-V def2-TZVPD def2/J DEFGRID3
* xyz 1 1
C 0.30400 -4.78526 0.13045
C 1.38403 -4.78270 -1.04172
C 1.62253 -3.27898 -1.47773
C 0.53502 -2.72223 -2.49909
C 0.91066 -1.21144 -2.81586
C -0.28623 -0.17876 -2.72456
C -1.26802 -0.38506 -1.50692
C -0.57969 -0.35981 -0.08109
C -0.20893 1.16671 0.23781
C 0.20078 1.20447 1.79708
C -0.27000 2.59549 2.40557
C 0.61287 3.06520 3.64960
C 2.06967 3.47430 3.08975
C 3.18554 2.91053 4.05334
C 4.68101 3.02029 3.50616
C 4.78611 3.29772 1.97103
C 4.99778 2.15877 1.06977
C 5.05013 2.41021 -0.38614
C 4.87849 3.81974 -0.84263
C 4.67984 4.86749 0.17900
O 4.49192 6.18433 -0.33435
C 3.12053 6.26877 -0.53318
N 1.97322 6.29298 -0.61735
N 4.63261 4.62045 1.54789
C 4.42200 5.78050 2.44543
H 0.18679 -3.76026 0.58280
H -0.67111 -5.16226 -0.27312
H 0.66177 -5.49641 0.92794
H 2.35700 -5.17182 -0.61147
H 1.08129 -5.35678 -1.95685
H 2.61178 -3.23480 -2.03012
H 1.72873 -2.58958 -0.58456
H -0.52345 -2.88892 -2.16712
H 0.67306 -3.32572 -3.44699
H 1.81145 -0.90702 -2.20248
H 1.26711 -1.19239 -3.89493
H 0.18830 0.84591 -2.57927
H -0.85765 -0.09528 -3.69752
H -2.00304 0.47811 -1.53624
H -1.87667 -1.33884 -1.57461
H 0.30927 -1.04485 0.00273
H -1.34843 -0.64169 0.70488
H 0.63092 1.54389 -0.40651
H -1.11565 1.81955 0.09362
H -0.18849 0.31237 2.35394
H 1.33700 1.12207 1.78904
H -0.29003 3.42040 1.62888
H -1.35497 2.45117 2.70856
H 0.13554 4.00120 4.04305
H 0.68331 2.22484 4.38925
H 2.06790 4.60519 3.02337
H 2.10640 3.07792 2.03802
H 3.14534 3.55036 4.99096
H 2.98233 1.85674 4.37593
H 5.19587 2.02959 3.69740
H 5.31721 3.78911 4.03360
H 5.10576 1.10295 1.43554
H 5.17705 1.55688 -1.09704
H 4.87511 4.07427 -1.92771
H 3.93207 5.52710 3.41851
H 5.43895 6.21079 2.70730
H 3.82203 6.60976 1.97661
C -4.67080 -0.65140 -4.76750
C -4.40518 0.83714 -4.88121
C -5.04704 1.36862 -3.61231
O -4.93785 0.33184 -2.62816
C -4.53037 -0.88103 -3.27406
H -3.99084 -1.26594 -5.35861
H -5.69427 -0.87145 -5.08522
H -3.32677 1.02427 -4.86138
H -4.81263 1.28887 -5.78615
H -6.11110 1.57873 -3.76269
H -4.56224 2.27543 -3.24460
H -3.48850 -1.07341 -2.99918
H -5.14333 -1.71122 -2.91750
C -4.78304 -4.75077 1.46529
C -3.97159 -5.17471 2.67302
C -2.97332 -6.13840 2.05816
O -2.74355 -5.69573 0.71360
C -3.72607 -4.70698 0.37740
H -5.30012 -3.79942 1.59488
H -5.52880 -5.51629 1.23151
H -3.44755 -4.30919 3.09020
H -4.56709 -5.62722 3.46647
H -3.37799 -7.15478 2.01255
H -2.02651 -6.16507 2.60167
H -3.22546 -3.73180 0.34940
H -4.13376 -4.91736 -0.61327
*
```

(5)
ORCA calculation (wB97M-V/def2-TZVPD) on a structure of composition C35H34BrN7O5SeV in a non-equilibrium geometry.

Calculated values
<S²> = 3.82
energy = -8032.99176 Eh
orbital gap (spin up / spin down) = 4.5768 / 7.3079 eV

```
! RIJCOSX wB97M-V def2-TZVPD def2/J DEFGRID3
* xyz 0 4
V -1.25219 0.68938 0.00819
Br -3.29342 -5.53702 -3.03871
C -3.08099 -3.72931 -2.49157
C -3.09630 -2.71522 -3.45088
C -2.90149 -1.41134 -3.05273
C -2.64695 -1.07185 -1.71608
O -2.38894 0.18117 -1.39963
C -2.65401 -2.11926 -0.74760
C -2.49057 -1.85612 0.65853
N -2.14736 -0.67547 1.09442
C -2.27460 -0.21127 2.39448
C -2.40047 -0.95087 3.57367
C -2.58831 -0.27830 4.77404
C -2.70003 1.10326 4.83086
C -2.59470 1.88066 3.66058
C -2.70819 3.28728 3.60385
C -2.61567 3.93931 2.38036
C -2.37958 3.22177 1.22849
N -2.22853 1.87330 1.24287
C -2.34891 1.20749 2.43783
C -2.89427 -3.43996 -1.16621
H -3.26096 -2.95511 -4.49313
H -2.91726 -0.60702 -3.77844
H -2.72417 -2.64848 1.36344
H -2.32731 -2.03071 3.55382
H -2.65156 -0.85201 5.69073
H -2.87834 1.59968 5.77688
H -2.87664 3.84702 4.51561
H -2.71469 5.01412 2.31263
H -2.30141 3.71237 0.26888
H -2.91229 -4.23004 -0.42430
C 1.17759 -5.67972 1.05731
N 2.26753 -4.79024 1.39692
C 2.18878 -3.42961 1.44031
Se 0.74471 -2.34371 1.18943
N 3.43111 -2.99455 1.77012
C 4.30122 -4.05905 1.97288
C 5.62877 -4.12550 2.35348
C 6.18171 -5.39081 2.50545
C 5.43088 -6.54337 2.27327
C 4.10157 -6.46994 1.87594
C 3.55423 -5.20656 1.73453
H 0.30417 -5.06817 0.84716
H 0.95853 -6.34782 1.89133
H 1.43347 -6.27115 0.17744
H 3.63250 -2.01359 1.86538
H 6.21066 -3.23026 2.53092
H 7.21402 -5.48402 2.81507
H 5.89003 -7.51340 2.41090
H 3.51660 -7.36202 1.69109
N 0.61599 -0.81361 -3.80533
C 0.38891 -1.15524 -2.50274
N 0.31220 -2.48248 -2.24506
O 0.30344 -0.29102 -1.62593
H 0.88849 -1.50877 -4.47632
H 0.87702 0.13672 -3.99267
H 0.09247 -3.12641 -2.98481
H 0.02337 -2.72898 -1.30657
C 1.96479 3.55179 -2.90075
C 0.57273 3.54902 -2.25675
C -0.42874 3.00630 -3.28466
C 0.51339 2.61537 -1.06052
C 0.16943 4.93557 -1.73736
C 1.12304 5.82236 -1.23969
C 0.74276 7.03506 -0.67871
C -0.59745 7.38491 -0.60041
C -1.55443 6.51845 -1.10765
C -1.17333 5.30633 -1.66512
H 2.16267 2.57429 -3.34650
H 2.75236 3.74684 -2.18109
H 2.00353 4.31048 -3.68551
H -0.04980 2.07364 -3.70146
H -0.55889 3.72192 -4.09828
H -1.40401 2.78328 -2.84860
H -0.35714 2.00660 -1.00386
H 2.17333 5.56715 -1.27533
H 1.50333 7.70245 -0.29332
H -0.89162 8.32683 -0.15525
H -2.60466 6.78027 -1.06690
H -1.94192 4.65347 -2.06044
O 0.20685 0.78606 1.02941
O 1.35856 1.59468 0.94351
O 2.46828 3.17498 -0.04723
N 1.42706 2.52769 -0.14793
*
```

(6)
ORCA calculation (wB97M-V/def2-TZVPD) on a structure of composition C2H11N3O in a non-equilibrium geometry.

Calculated values
energy above the lowest of the compared OMol25 structures with the same formula, charge and spin = 127.6 kcal per mole
energy = -322.08146 Eh
orbital gap (spin up / spin down) = 8.4100 / 8.4112 eV

```
! RIJCOSX wB97M-V def2-TZVPD def2/J DEFGRID3
* xyz 0 1
C 0.15738 0.09443 -1.23311
C 1.41131 0.76627 -0.70587
N -1.29306 1.33023 -0.38806
N -1.08575 1.42877 0.91275
H -2.02494 0.63207 -0.51349
H -0.38243 2.11419 1.15974
H -1.04190 0.53934 1.42958
H -0.13740 0.48345 -2.20568
H 0.37648 -0.95867 -1.47817
H 1.33617 1.85222 -0.77712
H 2.30151 0.46136 -1.26112
H 1.57253 0.50195 0.34384
N 0.14063 -2.14671 1.09629
O -0.92787 -1.26350 0.81234
H -0.52384 -0.66688 -0.20300
H 0.32313 -2.07851 2.09616
H -0.20196 -3.09001 0.91492
*
```

What is the energy in the fifth record?
-8032.99176 Eh

What did the third record say?
ORCA calculation (wB97M-V/def2-TZVPD) on the ion C20H23ClN3O with charge +1.

Calculated values
energy above the lowest of the compared OMol25 structures with the same formula, charge and spin = 0.0 kcal per mole
energy = -1475.39353 Eh
SMILES string = CCN(CC)Cc1cc([NH2+]c2ccnc3cc(Cl)ccc23)ccc1O
orbital gap = 8.2989 eV

```
! RIJCOSX wB97M-V def2-TZVPD def2/J DEFGRID3
* xyz 1 1
C -4.32822 -2.41027 1.24311
H -5.22729 -2.09892 1.76795
H -3.48269 -2.32518 1.92207
H -4.43765 -3.45583 0.97030
C -4.11835 -1.57941 -0.02345
N -3.97584 -0.13874 0.17087
C -2.70906 0.23200 0.78906
C -1.55000 0.06083 -0.16183
C -0.30999 -0.34077 0.30126
C 0.76779 -0.43195 -0.56599
C 0.63422 -0.11839 -1.90948
C -0.59773 0.27266 -2.38504
C -1.70354 0.36413 -1.53153
O -2.86614 0.73901 -2.04234
H -3.57112 0.59533 -1.34892
H -0.73917 0.51762 -3.42445
H 1.48055 -0.18082 -2.57600
N 2.08409 -0.84198 -0.05019
H 2.50963 -1.51840 -0.69808
H 1.95022 -1.31188 0.85514
C 3.05951 0.26676 0.12565
C 2.61717 1.53551 0.37389
C 3.58513 2.55086 0.53184
N 4.86157 2.33815 0.45346
C 5.31812 1.09827 0.21448
C 6.71001 0.90658 0.14091
C 7.22166 -0.34424 -0.09582
C 6.36151 -1.44740 -0.26657
C 5.00588 -1.28984 -0.20014
C 4.43840 -0.01910 0.03845
H 4.38471 -2.16680 -0.32567
H 6.78988 -2.42008 -0.44848
Cl 8.91518 -0.59605 -0.18659
H 7.34553 1.76578 0.27752
H 3.27517 3.56695 0.72802
H 1.56736 1.76895 0.43851
H -0.18637 -0.57605 1.34976
H -2.76709 1.29236 1.05795
H -2.51336 -0.32529 1.71739
C -5.13357 0.50085 0.79282
C -5.31053 1.93198 0.29503
H -6.20333 2.36120 0.74057
H -5.42457 1.94802 -0.78612
H -4.46628 2.56264 0.56401
H -6.01733 -0.07478 0.51347
H -5.05678 0.49346 1.88887
H -4.96803 -1.72938 -0.69455
H -3.21924 -1.92836 -0.54118
*
```

Look up the energy of the sixth one.
-322.08146 Eh

Which formula does entry 2 have?
C3H8N2O